Entry 1:
8 unconnected molecules or ions with the total composition C58H126N6O10, computed with the ωB97M-V functional and the def2-TZVPD basis.

Structure (ORCA input):
```
! wB97M-V def2-TZVPD RIJCOSX def2/J DEFGRID3
* xyz 0 1
C 0.28 7.07 1.81
C -0.22 5.72 2.54
C -1.44 5.95 3.34
C -0.75 4.77 1.38
C 0.44 4.10 0.71
C 1.34 3.33 1.64
C 1.91 4.24 2.77
C 2.68 3.36 3.77
C 3.07 5.07 2.22
N 0.76 4.99 3.41
O 1.08 5.93 4.40
H -0.56 7.56 1.33
H 0.76 7.80 2.46
H 1.06 6.86 1.08
H -2.24 6.19 2.65
H -1.77 5.32 4.17
H -1.52 6.91 3.85
H -1.39 4.02 1.83
H -1.27 5.28 0.57
H -0.05 3.49 -0.05
H 0.97 4.85 0.12
H 2.14 2.91 1.03
H 0.77 2.48 2.00
H 2.03 2.53 4.06
H 2.82 3.96 4.67
H 3.56 2.84 3.40
H 2.86 5.66 1.33
H 4.04 4.58 2.16
H 3.28 5.82 2.99
H 0.50 5.74 5.15
C 5.29 0.09 -5.84
C 5.16 1.52 -5.22
C 6.57 2.11 -5.19
C 4.35 2.38 -6.10
C 2.87 2.14 -6.07
C 2.36 2.30 -4.66
C 3.11 1.44 -3.63
C 2.80 2.07 -2.25
C 2.47 0.02 -3.77
N 4.56 1.49 -3.87
O 5.26 0.78 -2.86
H 5.81 0.10 -6.81
H 5.84 -0.53 -5.13
H 4.40 -0.50 -6.03
H 6.94 2.29 -6.20
H 6.53 3.05 -4.63
H 7.32 1.55 -4.62
H 4.52 3.42 -5.80
H 4.74 2.43 -7.12
H 2.41 2.65 -6.91
H 2.65 1.09 -6.26
H 1.29 2.07 -4.64
H 2.56 3.33 -4.37
H 3.00 1.39 -1.43
H 1.72 2.23 -2.24
H 3.25 3.05 -2.08
H 2.54 -0.41 -4.77
H 1.42 0.12 -3.51
H 2.89 -0.57 -2.96
H 5.37 -0.15 -3.07
C -4.33 -5.07 3.79
C -2.89 -5.26 4.32
C -2.86 -4.75 5.88
C -2.67 -6.80 4.19
C -2.32 -7.27 2.73
C -1.10 -6.54 2.11
C -1.19 -5.03 2.25
C 0.20 -4.47 2.09
C -2.22 -4.45 1.10
N -1.74 -4.68 3.59
O -1.55 -3.33 3.88
H -4.59 -5.47 2.80
H -5.10 -5.54 4.40
H -4.54 -4.00 3.83
H -3.42 -5.37 6.58
H -1.85 -4.87 6.25
H -3.10 -3.68 5.90
H -1.91 -7.17 4.87
H -3.53 -7.30 4.64
H -2.13 -8.34 2.68
H -3.20 -7.17 2.09
H -0.85 -6.79 1.08
H -0.23 -6.79 2.72
H 0.14 -3.46 1.67
H 0.83 -4.99 1.37
H 0.82 -4.54 2.98
H -2.82 -3.59 1.42
H -2.99 -5.21 0.97
H -1.80 -4.26 0.12
H -2.19 -2.94 3.28
C -6.67 -0.67 1.68
C -5.40 -0.10 0.97
C -4.67 -1.15 -0.03
C -5.87 1.12 0.16
C -6.19 2.47 0.88
C -5.01 2.83 1.78
C -4.52 1.69 2.78
C -3.14 1.93 3.40
C -5.54 1.65 3.86
N -4.41 0.40 1.99
O -4.09 -0.62 2.77
H -7.20 0.01 2.35
H -7.25 -1.16 0.89
H -6.36 -1.48 2.34
H -5.39 -1.41 -0.80
H -3.75 -0.76 -0.46
H -4.36 -2.04 0.52
H -5.18 1.41 -0.63
H -6.73 0.83 -0.45
H -6.47 3.32 0.26
H -7.05 2.35 1.54
H -5.31 3.63 2.47
H -4.21 3.19 1.15
H -3.15 2.95 3.78
H -2.27 1.88 2.74
H -2.90 1.41 4.33
H -5.58 2.60 4.40
H -5.37 0.90 4.64
H -6.53 1.42 3.45
H -4.77 -0.52 3.43
C 5.32 -2.18 2.37
C 4.74 -0.84 1.96
C 3.29 -1.19 1.57
C 4.79 0.10 3.21
C 6.29 0.52 3.47
C 6.85 1.22 2.26
C 6.84 0.39 1.02
C 7.01 1.43 -0.16
C 8.11 -0.52 1.08
N 5.50 -0.22 0.85
O 5.43 -0.87 -0.41
H 6.09 -2.05 3.13
H 4.67 -2.84 2.94
H 5.55 -2.92 1.61
H 2.68 -0.41 1.12
H 3.30 -2.09 0.95
H 2.75 -1.72 2.35
H 4.27 1.04 3.05
H 4.29 -0.37 4.05
H 6.32 1.15 4.35
H 6.89 -0.30 3.86
H 7.79 1.69 2.53
H 6.26 2.11 2.04
H 7.84 2.12 0.01
H 6.13 2.01 -0.43
H 7.22 0.91 -1.10
H 8.19 -1.34 1.80
H 8.91 0.18 1.32
H 8.32 -1.00 0.12
H 5.00 -0.23 -0.99
C -3.52 -4.06 -7.48
C -2.86 -2.73 -7.21
C -1.40 -2.67 -7.57
C -3.70 -1.87 -8.25
C -3.42 -0.38 -8.02
C -3.67 0.01 -6.52
C -2.94 -0.83 -5.53
C -1.51 -0.44 -5.40
C -3.53 -0.45 -4.23
N -3.18 -2.25 -5.83
O -2.59 -3.11 -4.92
H -3.38 -4.83 -6.73
H -4.59 -3.93 -7.29
H -3.43 -4.44 -8.50
H -1.11 -1.92 -8.31
H -0.68 -2.69 -6.75
H -1.21 -3.62 -8.09
H -3.57 -2.19 -9.29
H -4.74 -1.97 -7.97
H -2.43 -0.06 -8.34
H -4.14 0.21 -8.58
H -4.75 -0.05 -6.40
H -3.33 1.04 -6.48
H -1.32 0.42 -4.76
H -1.20 -0.38 -6.44
H -1.13 -1.30 -4.85
H -3.07 -0.87 -3.34
H -4.56 -0.82 -4.21
H -3.50 0.60 -3.93
H -3.34 -3.48 -4.45
O -0.50 -1.95 6.78
C 0.26 -1.46 5.62
C -0.51 -0.32 4.89
O -0.36 0.88 5.51
H 0.00 -2.39 7.47
H 1.17 -1.01 6.02
H 0.55 -2.25 4.92
H -1.56 -0.54 5.08
H -0.34 -0.30 3.82
H -0.04 0.75 6.41
O -1.97 1.66 -0.29
C -0.99 0.68 -0.54
C -0.75 -0.15 0.73
O -1.74 -1.07 1.06
H -2.57 1.38 0.41
H -1.25 0.03 -1.38
H -0.03 1.04 -0.92
H -0.60 0.49 1.59
H 0.20 -0.65 0.53
H -2.48 -0.71 1.55
*
```

Output
Relative energy (zero: lowest compared OMol25 entry of this formula, charge and spin) (kcal/mol): 149.3
HOMO-LUMO gap (Eh): 0.309
E_LUMO (eV): 0.516
SMILES string: CC1(C)CCCC(C)(C)N1O.CC1(C)CCCC(C)(C)N1O.CC1(C)CCCC(C)(C)N1O.CC1(C)CCCC(C)(C)N1O.CC1(C)CCCC(C)(C)N1O.CC1(C)CCCC(C)(C)N1O.OCCO.OCCO

Entry 2:
17 unconnected molecules or ions with the total composition C58H161N11O21, computed with the ωB97M-V functional and the def2-TZVPD basis.

Structure (ORCA input):
```
! wB97M-V def2-TZVPD RIJCOSX def2/J DEFGRID3
* xyz 0 1
C -1.23 -5.90 -5.39
O -1.99 -5.75 -6.50
H -1.76 -5.34 -4.62
H -1.07 -6.94 -5.12
H -0.28 -5.37 -5.44
H -1.49 -6.01 -7.28
C -6.35 -6.08 -2.43
O -6.42 -4.71 -2.73
H -5.30 -6.35 -2.27
H -6.98 -6.32 -1.58
H -6.69 -6.59 -3.34
H -6.71 -4.19 -1.97
C -6.59 3.20 4.43
O -6.96 3.86 5.63
H -7.48 3.00 3.85
H -6.06 3.89 3.78
H -5.99 2.33 4.68
H -6.32 3.64 6.31
C -3.37 2.05 9.90
O -3.19 3.05 8.93
H -4.35 2.12 10.39
H -3.40 1.06 9.45
H -2.59 1.96 10.66
H -2.40 2.78 8.46
C 2.27 5.64 8.75
O 2.47 5.64 7.39
H 1.28 6.03 8.98
H 2.34 4.58 9.01
H 3.07 6.25 9.16
H 2.66 6.53 7.09
C -5.56 2.77 -2.39
O -4.27 3.00 -1.88
H -5.70 1.75 -2.74
H -6.26 3.04 -1.59
H -5.60 3.47 -3.23
H -3.95 2.30 -1.31
C 5.94 -0.73 -3.87
O 6.22 -2.08 -4.15
C 6.94 -2.21 -5.36
C 6.86 -3.67 -5.77
N 7.68 -4.62 -5.08
C 7.36 -5.99 -5.50
C 8.01 -7.00 -4.52
O 7.89 -8.38 -4.93
C 8.24 -9.33 -3.89
H 5.39 -0.68 -2.93
H 5.36 -0.27 -4.67
H 6.88 -0.21 -3.71
H 8.00 -1.96 -5.22
H 6.50 -1.63 -6.17
H 7.30 -3.68 -6.77
H 5.85 -4.06 -5.83
H 7.47 -4.52 -4.10
H 7.68 -6.19 -6.52
H 6.29 -6.17 -5.55
H 7.47 -6.92 -3.58
H 9.07 -6.81 -4.39
H 8.35 -10.31 -4.34
H 7.52 -9.27 -3.07
H 9.17 -9.07 -3.39
C 15.36 -1.90 0.34
O 14.02 -2.35 0.26
C 13.04 -1.58 0.98
C 11.61 -2.06 0.73
N 10.53 -1.27 1.36
C 10.49 0.15 0.96
C 9.22 0.92 1.43
O 9.29 2.32 1.06
C 8.10 3.04 1.44
H 15.77 -1.95 1.35
H 15.43 -0.86 0.01
H 16.00 -2.55 -0.26
H 13.14 -0.56 0.59
H 13.32 -1.50 2.03
H 11.55 -3.10 1.05
H 11.28 -2.07 -0.31
H 10.57 -1.32 2.37
H 10.55 0.11 -0.13
H 11.30 0.79 1.32
H 9.00 0.85 2.50
H 8.43 0.49 0.80
H 8.01 2.97 2.52
H 7.25 2.49 1.04
H 8.18 4.07 1.08
C 6.59 12.04 -7.24
O 5.65 11.45 -6.36
C 4.77 10.50 -6.94
C 3.88 10.00 -5.85
N 2.91 11.00 -5.44
C 1.93 10.54 -4.46
C 2.55 10.09 -3.07
O 3.31 8.84 -3.00
C 2.45 7.71 -3.16
H 6.88 13.03 -6.89
H 6.26 12.05 -8.28
H 7.52 11.46 -7.18
H 5.24 9.64 -7.41
H 4.07 10.90 -7.67
H 4.49 9.66 -5.02
H 3.33 9.20 -6.34
H 3.44 11.77 -5.05
H 1.27 9.83 -4.97
H 1.29 11.39 -4.22
H 1.67 10.00 -2.43
H 3.09 10.96 -2.67
H 1.85 7.60 -2.26
H 2.95 6.78 -3.41
H 1.73 7.84 -3.96
C 2.75 -1.06 8.88
O 1.62 -1.68 8.24
C 0.98 -2.72 9.03
C -0.37 -3.28 8.39
N -0.95 -4.41 9.18
C -1.55 -4.10 10.48
C -2.14 -5.26 11.34
O -3.03 -6.02 10.51
C -3.93 -6.89 11.23
H 3.53 -1.79 8.67
H 2.59 -0.81 9.93
H 3.03 -0.15 8.35
H 0.75 -2.35 10.03
H 1.63 -3.59 9.13
H -0.20 -3.64 7.38
H -1.09 -2.47 8.23
H -1.54 -4.96 8.57
H -2.35 -3.36 10.39
H -0.74 -3.77 11.13
H -2.69 -4.88 12.21
H -1.38 -5.89 11.81
H -3.39 -7.66 11.78
H -4.57 -7.41 10.53
H -4.60 -6.42 11.95
C 0.55 -0.12 -5.82
C 0.66 0.83 -6.96
C 0.86 0.18 -8.33
O 2.11 -0.50 -8.38
C 2.50 -0.79 -9.76
N -0.59 1.62 -7.00
H -0.35 -0.74 -5.83
H 0.71 0.37 -4.87
H 1.39 -0.81 -5.89
H 1.49 1.54 -6.89
H 0.84 0.94 -9.11
H 0.12 -0.59 -8.53
H 1.77 -1.22 -10.45
H 3.38 -1.43 -9.78
H 2.78 0.13 -10.27
H -0.81 1.98 -6.08
H -1.33 0.94 -7.15
C 0.63 1.77 2.23
C -0.69 1.49 3.08
C -1.39 0.16 2.73
O -1.87 0.23 1.40
C -2.00 -1.01 0.79
N -0.23 1.63 4.45
H 1.49 1.15 2.51
H 0.86 2.83 2.25
H 0.45 1.50 1.19
H -1.45 2.23 2.87
H -2.17 -0.03 3.46
H -0.68 -0.67 2.84
H -2.51 -1.00 -0.17
H -2.58 -1.64 1.47
H -1.06 -1.54 0.63
H 0.54 1.00 4.61
H 0.22 2.51 4.63
C -10.87 -2.51 0.01
C -10.14 -1.12 -0.09
C -10.99 0.02 0.55
O -10.36 1.25 0.25
C -11.06 2.42 0.62
N -8.83 -1.29 0.50
H -10.46 -3.15 -0.77
H -11.91 -2.46 -0.30
H -10.81 -3.00 0.98
H -9.99 -0.91 -1.15
H -11.07 -0.08 1.63
H -12.02 0.05 0.21
H -10.48 3.30 0.33
H -11.34 2.46 1.67
H -11.99 2.59 0.07
H -8.37 -0.40 0.59
H -8.80 -1.66 1.44
C -8.02 -1.41 -7.61
C -6.68 -1.98 -8.04
C -5.50 -1.13 -7.61
O -5.56 0.21 -7.96
C -5.53 0.48 -9.33
N -6.61 -3.34 -7.63
H -8.22 -1.50 -6.54
H -8.84 -1.96 -8.06
H -8.07 -0.38 -7.96
H -6.71 -2.05 -9.13
H -4.59 -1.67 -7.88
H -5.46 -1.12 -6.52
H -6.26 -0.15 -9.84
H -4.53 0.27 -9.70
H -5.94 1.47 -9.54
H -5.65 -3.65 -7.68
H -6.69 -3.31 -6.62
C -5.56 -5.89 3.91
C -5.26 -5.33 5.25
C -6.42 -4.68 6.02
O -7.13 -3.80 5.14
C -7.89 -2.79 5.83
N -4.68 -6.41 6.05
H -4.71 -6.28 3.35
H -6.09 -5.11 3.37
H -6.24 -6.74 3.99
H -4.51 -4.55 5.16
H -6.06 -4.21 6.93
H -7.11 -5.43 6.40
H -8.69 -3.20 6.44
H -8.33 -2.11 5.10
H -7.25 -2.24 6.52
H -4.86 -6.20 7.02
H -5.13 -7.28 5.80
C 4.26 -3.45 1.26
C 4.80 -4.76 0.62
C 3.76 -5.41 -0.40
O 2.48 -5.74 0.13
C 2.36 -6.88 0.97
N 5.96 -4.30 -0.18
H 4.24 -2.67 0.49
H 4.73 -3.22 2.21
H 3.21 -3.46 1.54
H 5.13 -5.51 1.34
H 4.18 -6.30 -0.85
H 3.59 -4.66 -1.17
H 2.49 -6.62 2.01
H 3.03 -7.69 0.68
H 1.31 -7.18 0.87
H 5.62 -3.59 -0.82
H 6.61 -3.86 0.45
C -5.72 8.12 0.14
C -4.22 8.51 0.14
C -3.46 7.94 1.39
O -3.91 8.67 2.56
C -3.50 8.01 3.72
N -3.68 7.98 -1.09
H -6.15 8.32 -0.84
H -6.27 8.73 0.85
H -5.90 7.06 0.29
H -4.12 9.59 0.17
H -2.41 8.23 1.33
H -3.56 6.85 1.40
H -2.45 8.04 4.01
H -3.87 6.99 3.71
H -3.96 8.47 4.59
H -3.73 6.97 -1.12
H -4.36 8.35 -1.74
*
```

Output
HOMO-LUMO gap (Eh): 0.307
E_LUMO (eV): 0.031